DFT (ωB97M-V/def2-TZVPD) results for a molecular structure, C37H48BCrIN6O4S3Si.

Summary:
**Expectation value of S²**: 6.0673
**E_tot**: -4919.598762 Ha
**HOMO level (spin up / spin down)**: 0.253 / -1.801 eV
**Kohn-Sham gap (spin up / spin down)**: 3.51 / 5.53 eV

Structure (ORCA input):
```
! RIJCOSX wB97M-V def2-TZVPD def2/J DEFGRID3
* xyz -2 5
Cr -0.72597 0.92649 0.65583
N -0.31881 2.14431 3.94687
C -1.14248 2.85270 3.12011
N -1.57506 2.43191 1.96442
C -2.52779 3.28747 1.42740
C -2.76881 4.39640 2.16106
S -1.81437 4.37281 3.60355
C -3.17006 2.83389 0.19214
C -3.84978 3.61336 -0.67718
S -4.40174 2.62166 -1.98958
C -3.64556 1.17653 -1.24103
N -3.03119 1.50016 -0.08499
N -3.70677 -0.01364 -1.74581
H 0.01027 1.27818 3.52608
H 0.40095 2.68387 4.40210
H -3.45932 5.19343 1.95359
H -3.97283 4.68188 -0.65915
H -4.11982 -0.02096 -2.67069
H -3.16295 -1.29611 -0.51237
C 0.54956 -3.58331 -0.22821
C 1.41641 -2.79575 -1.22069
C 2.71418 -2.38576 -0.51083
C 1.76750 -3.70769 -2.39887
Si 0.52293 -1.19382 -1.75604
O 0.06183 -0.40718 -0.45103
C -0.87661 -1.62049 -2.96572
C -1.03093 -0.96264 -4.18827
C -2.07787 -1.26071 -5.05242
C -3.00165 -2.23686 -4.71288
C -2.88445 -2.88992 -3.49386
C -1.84495 -2.57351 -2.63215
C 1.79651 -0.23606 -2.79379
C 2.34562 0.94911 -2.30280
C 3.29252 1.66553 -3.02445
C 3.71923 1.20876 -4.26126
C 3.18948 0.03300 -4.77431
C 2.24075 -0.67149 -4.04726
H 1.14889 -4.37355 0.24255
H -0.29205 -4.06640 -0.72690
H 0.14260 -2.94765 0.55741
H 3.26072 -3.28033 -0.18432
H 2.51626 -1.77520 0.37115
H 3.36900 -1.80667 -1.16695
H 2.19461 -4.64827 -2.02694
H 2.50881 -3.25007 -3.05751
H 0.88853 -3.95388 -2.99986
H -0.33689 -0.17898 -4.46548
H -2.17562 -0.71936 -5.98660
H -3.82094 -2.47158 -5.38372
H -3.62276 -3.62687 -3.19839
H -1.81209 -3.04827 -1.66275
H 2.00197 1.31519 -1.34387
H 3.68481 2.59681 -2.63396
H 4.44528 1.77619 -4.83226
H 3.50504 -0.32727 -5.74723
H 1.82972 -1.58008 -4.47357
I 1.73416 -3.39290 3.94088
C 0.11639 -2.09832 3.64327
C -0.97997 -2.14315 4.54703
C -2.04576 -1.26841 4.19738
C -1.95580 -0.44154 3.12057
N -0.84798 -0.36923 2.29905
C 0.15889 -1.26317 2.57240
H -1.01452 -2.81426 5.38949
H -2.95537 -1.25175 4.78766
H -2.77841 0.20573 2.84315
H 0.99419 -1.24445 1.89006
C -3.98788 -3.84069 0.31050
C -3.75772 -2.47820 0.96097
C -5.05551 -1.68725 1.07894
O -2.76454 -1.75729 0.27385
H -4.67597 -4.45433 0.90050
H -3.03964 -4.37213 0.21914
H -4.40950 -3.71003 -0.68977
H -3.36237 -2.64030 1.97183
H -5.50221 -1.53406 0.09487
H -4.85118 -0.70264 1.50080
H -5.77044 -2.21090 1.72107
C 4.65098 1.18739 1.07003
C 3.43263 1.54872 1.90683
C 3.66379 1.12291 3.35358
O 2.32466 0.78151 1.42686
B 1.19425 1.57452 1.28056
O 1.52662 2.90147 1.58835
C 2.94409 3.03295 1.74671
C 3.20599 3.92256 2.95305
C 3.45910 3.72188 0.48849
H 4.86385 0.12534 1.20049
H 5.52873 1.75877 1.38444
H 4.47525 1.36114 0.01062
H 3.87457 0.05339 3.37219
H 2.77126 1.28680 3.95870
H 4.50225 1.65570 3.80734
H 2.77873 3.50580 3.86358
H 2.74580 4.89540 2.77634
H 4.27749 4.06987 3.11025
H 3.18188 3.15659 -0.39868
H 4.54269 3.85736 0.50625
H 2.98066 4.69796 0.40493
S 0.10829 4.19837 -2.81177
C -0.21571 3.09536 -1.63182
N -0.42058 2.32820 -0.77932
*
```

Löwdin atomic charge list, values in e, 99 entries: Cr 0.70; N 0.13; C -0.68; N 0.02; C -0.30; C -0.35; S 1.02; C -0.41; C -0.41; S 0.92; C -0.73; N 0.02; N 0.04; H 0.07; H 0.09; H 0.07; H 0.05; H 0.03; H 0.03; C -0.09; C -0.58; C -0.09; C -0.10; Si 0.50; O -0.35; C -0.18; C -0.09; C -0.11; C -0.12; C -0.10; C -0.10; C -0.19; C -0.08; C -0.09; C -0.11; C -0.11; C -0.12; H 0.07; H 0.06; H 0.06; H 0.08; H 0.06; H 0.07; H 0.07; H 0.06; H 0.07; H 0.10; H 0.09; H 0.09; H 0.09; H 0.07; H 0.08; H 0.09; H 0.09; H 0.09; H 0.09; I 0.74; C -0.75; C -0.21; C -0.14; C -0.19; N -0.09; C -0.26; H 0.05; H 0.09; H 0.10; H 0.07; C -0.06; C -0.50; C -0.06; O -0.09; H 0.07; H 0.07; H 0.07; H 0.12; H 0.07; H 0.07; H 0.07; C -0.01; C -0.47; C -0.01; O 0.06; B -0.55; O 0.06; C -0.47; C -0.02; C 0.00; H 0.09; H 0.09; H 0.08; H 0.09; H 0.09; H 0.08; H 0.07; H 0.09; H 0.09; H 0.07; H 0.09; H 0.10

---

DFT (ωB97M-V/def2-TZVPD) results for 8 unconnected molecules or ions with the total composition C40H104N8O12.

Summary:
**Expectation value of S²**: 0.7504
**E_tot**: -2926.790790 Ha
**HOMO level (spin up / spin down)**: 0.712 / -6.492 eV
**Kohn-Sham gap (spin up / spin down)**: 1.34 / 8.59 eV

Structure (ORCA input):
```
! RIJCOSX wB97M-V def2-TZVPD def2/J DEFGRID3
* xyz -1 2
C -3.02434 10.91338 26.42740
O -2.72918 9.67778 25.81043
C -2.99357 8.45334 26.51809
C -2.22372 8.27626 27.91704
N -0.78334 8.44146 27.73396
C -0.09084 8.19756 29.06077
C 1.38645 8.53872 28.95241
O 1.43599 9.89277 28.54428
C 2.78409 10.42468 28.45001
H -3.09203 11.73371 25.71284
H -2.16290 11.17837 27.04043
H -3.79175 10.67281 27.16314
H -2.74642 7.60749 25.87656
H -4.07940 8.45472 26.61325
H -2.29610 7.24319 28.25709
H -2.48478 9.05955 28.62865
H -0.55466 9.23969 27.15896
H -0.15971 7.16631 29.40702
H -0.40107 8.77837 29.92940
H 1.95514 7.89980 28.27679
H 1.92251 8.50108 29.90073
H 3.53050 9.71668 28.08986
H 3.05016 10.90503 29.39159
H 2.83460 11.22201 27.70852
C -0.58137 8.64126 22.28187
O -1.64145 7.77729 21.92205
C -2.40517 7.22483 22.93164
C -3.28636 5.93017 22.54029
N -4.44665 6.29420 21.80296
C -5.18869 5.07986 21.41030
C -6.53655 5.37872 20.91910
O -6.92317 4.24852 20.24122
C -8.27298 4.41227 19.76762
H -1.07430 9.54788 22.63279
H 0.18002 8.88971 21.54250
H -0.03861 8.30707 23.16609
H -3.12701 7.94533 23.31625
H -1.84379 6.88145 23.80058
H -3.63529 5.39850 23.42555
H -2.59004 5.26020 22.03594
H -4.17933 6.60389 20.87952
H -5.19005 4.38884 22.25326
H -4.57374 4.49860 20.72322
H -6.58305 6.16216 20.16268
H -7.22600 5.57705 21.73973
H -8.56912 3.47896 19.28874
H -8.36198 5.17068 18.98981
H -9.03636 4.59922 20.52287
C -7.93789 -0.16620 20.79575
O -7.41860 -0.20948 22.13166
C -6.53921 0.87606 22.62987
C -5.02495 0.73799 22.05471
N -4.46258 -0.56823 22.30381
C -2.99107 -0.69997 22.36715
C -2.26349 -0.34945 21.10932
O -2.59649 1.03646 20.91156
C -1.76648 1.86535 21.67735
H -8.75683 -0.88113 20.71640
H -7.18489 -0.44508 20.05866
H -8.28937 0.82823 20.52067
H -6.70021 0.94780 23.70552
H -6.95051 1.82622 22.28909
H -4.58342 1.58788 22.57513
H -5.03681 1.09163 21.02374
H -4.97025 -1.16849 22.93790
H -2.73398 -1.74395 22.54635
H -2.70919 -0.12272 23.24774
H -2.66495 -0.93608 20.28301
H -1.18762 -0.52179 21.13938
H -2.02640 2.91219 21.52034
H -0.69570 1.72363 21.53087
H -1.99472 1.74277 22.73612
C -15.47511 7.53967 17.37922
O -14.70678 6.63074 16.51759
C -14.23822 5.44849 17.07772
C -12.72875 5.74955 17.29435
N -12.21572 4.90578 18.29367
C -12.54189 5.25692 19.69434
C -12.05869 6.55030 20.26117
O -10.72990 6.61035 19.88892
C -9.92187 7.47821 20.67426
H -15.51558 8.53925 16.94644
H -15.05960 7.65082 18.38077
H -16.51523 7.23806 17.50282
H -14.38127 4.53777 16.49613
H -14.91068 5.14241 17.87909
H -12.44880 6.79551 17.41957
H -12.30383 5.57071 16.30665
H -11.22992 5.01263 18.10160
H -12.17715 4.38906 20.24378
H -13.62065 5.16794 19.82263
H -12.18298 6.70445 21.33303
H -12.63869 7.39752 19.89519
H -9.78517 7.19234 21.71719
H -10.20555 8.52709 20.76073
H -8.95520 7.38349 20.17961
C 4.30830 10.22109 21.90370
C 5.18475 9.07667 21.46211
C 4.48598 8.06283 20.57497
O 3.79368 8.67714 19.45515
C 2.58647 8.08599 18.94677
N 6.32510 9.60371 20.82270
H 4.87739 10.85178 22.58669
H 3.45621 9.93338 22.51956
H 3.97395 10.98540 21.20217
H 5.47227 8.72924 22.45445
H 3.84987 7.40834 21.17088
H 5.20683 7.33008 20.21228
H 1.82211 8.06897 19.72367
H 2.56777 7.05147 18.60395
H 2.25938 8.74661 18.14383
H 6.78123 9.10257 20.07377
H 6.02527 10.50339 20.47517
C -10.67913 4.30953 13.61239
C -9.13809 4.26161 13.77072
C -8.75180 4.76836 15.13365
O -9.00468 6.21265 15.24579
C -8.22934 6.79771 16.26802
N -8.83912 2.84893 13.58944
H -10.90045 4.41695 12.55052
H -10.97860 5.24879 14.07738
H -11.14922 3.44550 14.08202
H -8.55916 4.92223 13.12533
H -7.67715 4.59267 15.18220
H -9.32396 4.38767 15.97970
H -8.26014 6.37656 17.27290
H -8.44136 7.84641 16.47630
H -7.22548 6.73220 15.84842
H -8.95610 2.48441 12.65481
H -7.83530 2.94751 13.64164
C -1.17716 10.28020 18.72246
C -2.54455 9.56999 18.95359
C -2.41050 8.13170 18.56387
O -3.52207 7.27898 18.95363
C -4.81659 7.48687 18.22270
N -2.90813 9.71933 20.39532
H -0.35998 10.04380 19.40395
H -1.34039 11.35560 18.79303
H -0.77479 9.87749 17.79293
H -3.07340 10.28451 18.32280
H -1.65248 7.54348 19.08108
H -2.36609 8.07491 17.47625
H -5.03829 8.55185 18.29169
H -5.66301 6.95025 18.65132
H -4.62431 7.26011 17.17403
H -3.73646 9.14180 20.37477
H -2.34599 8.99581 20.82029
C -9.17273 6.10462 28.18213
C -9.40027 5.36438 26.84046
C -8.25935 4.37045 26.46754
O -8.63662 3.57157 25.31744
C -8.26365 4.34809 24.13469
N -10.63774 4.56493 26.90816
H -9.76095 6.99217 28.41524
H -8.10201 6.26830 28.06024
H -9.17528 5.42490 29.03423
H -9.54892 6.10213 26.05196
H -8.10449 3.51627 27.12670
H -7.24707 4.75530 26.34392
H -7.22834 4.68901 24.13176
H -8.88843 5.21946 23.93859
H -8.42587 3.67547 23.29246
H -11.48922 5.01848 27.20713
H -10.90073 4.00664 26.10863
*
```

Löwdin atomic charge list, values in e, 99 entries: C -0.13; O -0.24; C -0.19; C -0.21; N -0.06; C -0.20; C -0.26; O -0.21; C -0.10; H 0.09; H 0.07; H 0.08; H 0.09; H 0.09; H 0.10; H 0.10; H 0.10; H 0.11; H 0.11; H 0.11; H 0.11; H 0.08; H 0.08; H 0.07; C -0.10; O -0.24; C -0.21; C -0.21; N -0.05; C -0.21; C -0.28; O -0.18; C -0.09; H 0.09; H 0.07; H 0.08; H 0.12; H 0.10; H 0.10; H 0.10; H 0.07; H 0.11; H 0.13; H 0.10; H 0.11; H 0.08; H 0.05; H 0.08; C -0.11; O -0.23; C -0.13; C -0.20; N -0.05; C -0.22; C -0.20; O -0.22; C -0.14; H 0.08; H 0.08; H 0.07; H 0.11; H 0.09; H 0.10; H 0.11; H 0.11; H 0.11; H 0.10; H 0.12; H 0.12; H 0.07; H 0.08; H 0.07; C -0.07; O -0.21; C -0.23; C -0.23; N -0.06; C -0.19; C -0.27; O -0.21; C -0.15; H 0.08; H 0.07; H 0.07; H 0.12; H 0.11; H 0.12; H 0.11; H 0.09; H 0.11; H 0.11; H 0.11; H 0.11; H 0.06; H 0.08; H 0.07; C -0.09; C -0.48; C -0.19

---

DFT (ωB97M-V/def2-TZVPD) results for a molecular structure, C37H37Br3ClF6IN6O5P2S3Tl.

Summary:
**E_tot**: -13265.884052 Ha
**HOMO level**: -4.567 eV
**Kohn-Sham gap**: 6.36 eV

Structure (ORCA input):
```
! RIJCOSX wB97M-V def2-TZVPD def2/J DEFGRID3
* xyz -1 1
Tl 0.25409 -0.58083 -0.41261
F -4.43070 -0.45452 -5.28897
C -4.17707 0.18619 -4.13907
F -4.07635 1.48429 -4.42163
F -5.25854 0.02602 -3.35449
S -2.65136 -0.60207 -3.35425
O -2.71375 -0.27880 -1.95870
O -2.88070 -1.96806 -3.70579
N -1.50098 0.00930 -4.20512
S -0.56547 1.21635 -3.78522
O -1.05540 2.49251 -4.22589
O 0.00133 1.19711 -2.45492
C 0.82862 0.86872 -5.00279
F 0.70630 1.71585 -6.03570
F 2.02240 1.07515 -4.46156
F 0.76475 -0.36160 -5.48802
C -3.02846 3.65118 -1.21570
P -1.79915 2.88833 -0.06243
C -2.83543 3.32177 1.43650
C -0.61118 4.33088 -0.19504
C 0.83101 4.07374 0.26105
P 1.68025 2.48390 -0.31567
C 2.26675 3.05373 -1.97176
C 3.25797 2.86758 0.59139
H -3.18161 4.70320 -0.96199
H -3.97312 3.11978 -1.12409
H -2.68093 3.58122 -2.23983
H -2.98970 4.39711 1.55059
H -2.43395 2.90435 2.35735
H -3.79887 2.84147 1.25645
H -1.02457 5.20069 0.32801
H -0.60127 4.55382 -1.26644
H 0.86066 4.04025 1.35391
H 1.46263 4.90679 -0.06596
H 2.86756 3.96251 -1.90206
H 1.41599 3.20738 -2.63058
H 2.86633 2.24553 -2.39374
H 3.53579 3.91726 0.47963
H 4.05410 2.24260 0.18624
H 3.14866 2.63805 1.65188
Br 3.23314 -2.12387 -4.80140
C 4.08664 -1.60532 -3.18497
C 5.46092 -1.75053 -3.09663
C 6.10221 -1.45242 -1.92359
Br 7.99581 -1.72541 -1.84222
C 5.39281 -0.99772 -0.80006
C 5.99767 -0.72154 0.44493
C 5.22866 -0.30900 1.49427
C 3.85267 -0.14905 1.28813
N 3.25677 -0.37645 0.14406
C 3.97567 -0.81521 -0.90585
C 3.24885 -1.14185 -2.14017
O 1.99246 -1.06151 -2.28869
H 6.01270 -2.11046 -3.95354
H 7.06620 -0.84710 0.55438
H 5.66246 -0.10222 2.46305
H 3.22989 0.18345 2.10931
C -2.77842 -5.02309 -2.85435
N -3.34947 -4.38439 -1.69509
C -4.66107 -3.99962 -1.57987
C -4.77989 -3.23773 -0.48850
N -3.52115 -3.12231 0.10343
C -2.60934 -3.83470 -0.68611
S -0.99237 -4.13710 -0.48734
C -3.29300 -2.41380 1.29672
C -4.34928 -1.74130 1.92407
C -4.11185 -1.12134 3.13485
C -2.85453 -1.19844 3.70890
C -1.87841 -1.88426 3.00776
N -2.08436 -2.45884 1.83223
H -3.48050 -5.75871 -3.24484
H -1.85029 -5.50389 -2.55635
H -2.56093 -4.27091 -3.61287
H -5.40763 -4.31953 -2.28257
H -5.65764 -2.77683 -0.08312
H -5.33782 -1.70477 1.49236
H -4.91127 -0.58742 3.63222
H -2.64365 -0.74315 4.66620
H -0.87527 -1.99772 3.40192
Br 0.61682 0.46662 6.00740
C -0.19079 2.10061 5.49222
C -0.66429 2.93686 6.49216
C -1.26794 4.13818 6.16117
C -1.36263 4.51197 4.82931
C -0.87860 3.67744 3.83744
C -0.31231 2.44563 4.14980
I 0.26657 1.15326 2.54961
H -0.56157 2.63582 7.52507
H -1.65616 4.77916 6.94066
H -1.82344 5.45173 4.55691
H -0.95191 3.97410 2.80099
Cl 2.59285 -4.39975 4.17059
C 2.46131 -4.19575 2.45557
C 2.79877 -5.22605 1.59362
C 2.66722 -5.00663 0.23262
C 2.17034 -3.78654 -0.20272
N 1.84902 -2.81020 0.63511
C 2.01067 -2.99430 1.93372
H 3.14532 -6.17300 1.98304
H 2.93538 -5.77704 -0.47546
H 2.01046 -3.57981 -1.25453
H 1.78093 -2.15496 2.58203
*
```

Löwdin atomic charge list, values in e, 99 entries: Tl 0.68; F 0.11; C -0.65; F 0.13; F 0.11; S 0.54; O -0.34; O -0.28; N -0.28; S 0.60; O -0.29; O -0.49; C -0.66; F 0.12; F 0.13; F 0.09; C -0.30; P 0.87; C -0.31; C -0.43; C -0.45; P 0.78; C -0.27; C -0.30; H 0.04; H 0.03; H 0.02; H 0.04; H -0.02; H 0.03; H 0.07; H 0.07; H 0.03; H 0.07; H 0.04; H 0.02; H 0.03; H 0.04; H 0.03; H 0.01; Br 0.79; C -0.59; C -0.20; C -0.64; Br 0.70; C -0.20; C -0.05; C -0.05; C -0.20; N 0.08; C -0.14; C -0.45; O -0.22; H 0.09; H 0.07; H 0.10; H 0.06; C -0.05; N -0.13; C -0.05; C -0.05; N 0.03; C -0.71; S 0.68; C -0.25; C 0.00; C -0.07; C -0.08; C -0.17; N 0.12; H 0.09; H 0.05; H 0.08; H 0.12; H 0.10; H 0.09; H 0.11; H 0.10; H 0.09; Br 0.70; C -0.73; C -0.14; C -0.09; C -0.07; C -0.18; C -0.64; I 0.97; H 0.10; H 0.10; H 0.11; H 0.06; Cl 0.65; C -0.65; C -0.09; C -0.04; C -0.19; N 0.01; C -0.18; H 0.10

---

Record-wise relative energy (zero: lowest compared OMol25 entry of this formula, charge and spin) values, in kcal per mole: 0.47; 88.15; 48.59
Record-wise strongest force on any atom values, in eV/Å: 0.4; 3.6; 1.2